Entry 1:
Formula: C11H44N10O11
Source: the OMol25 dataset
Level of theory: ωB97M-V/def2-TZVPD

Geometry as XYZ:
```
76
Properties=species:S:1:pos:R:3:forces:R:3:mulliken_charge:R:1
N -1.994 -2.682 0.677 -2.233 2.074 -6.643 0.2396
C -1.513 -3.071 1.758 -0.287 -1.905 9.307 0.3620
N -0.217 -3.395 1.788 2.674 -1.012 0.990 -0.1232
O -2.192 -3.164 2.926 2.038 0.425 -4.356 -0.8306
H -2.988 -2.500 0.578 -0.068 0.169 0.243 0.1973
H -1.468 -2.622 -0.245 -0.607 -0.488 1.883 0.0118
H 0.172 -3.766 2.671 -0.894 0.582 -0.894 0.2822
H 0.515 -3.114 1.117 -1.062 0.255 0.296 0.2295
N -3.392 -1.613 -2.406 2.254 -2.635 -4.253 -0.1870
C -3.863 -0.960 -1.415 -3.489 -4.318 6.346 0.4184
N -3.742 0.309 -1.463 0.161 4.836 0.094 -0.3853
O -4.405 -1.583 -0.322 2.001 2.640 -4.683 -0.8129
H -3.469 -2.631 -2.351 0.381 0.697 -0.195 0.2665
H -2.714 -1.158 -3.089 -1.477 -1.206 1.405 0.2313
H -4.175 0.794 -0.692 -0.115 0.711 -0.174 0.3024
H -3.443 0.890 -2.263 -0.470 -0.840 0.675 0.2058
N 0.095 4.477 -1.807 -1.853 5.215 0.578 -0.5476
C -0.449 3.348 -1.468 -6.325 -4.213 1.824 0.0799
N 0.269 2.336 -1.962 -1.067 0.173 0.438 -0.0128
O -1.667 3.175 -0.844 6.313 1.308 -2.990 -0.6775
H -0.360 5.336 -1.468 0.114 -0.702 -0.600 0.3962
H 0.917 4.600 -2.325 0.815 -0.240 -1.098 0.2779
H -0.111 1.446 -1.772 -0.367 -1.446 -0.098 0.3077
H 1.182 2.468 -2.301 0.906 0.037 -0.255 0.1865
N 4.488 0.300 1.568 4.843 3.178 -1.459 -0.3830
C 3.426 -0.331 1.967 0.928 -7.085 2.566 0.6586
N 2.398 0.405 1.919 -5.829 0.799 0.169 0.2675
O 3.482 -1.642 2.388 -0.336 5.598 -2.084 -0.7744
H 5.389 -0.039 1.844 0.098 -0.474 -0.017 0.2608
H 4.521 1.339 1.361 -0.594 -2.081 0.445 0.1574
H 1.503 -0.057 2.116 0.437 0.186 0.358 -0.2958
H 2.262 1.390 1.666 0.650 -0.174 -0.134 0.3197
N 3.043 4.459 1.760 4.999 1.358 5.310 -0.3808
C 2.120 4.145 0.947 -4.208 -8.776 2.646 0.3057
N 1.714 5.015 0.137 -2.451 1.433 -4.059 -0.3037
O 1.503 2.930 1.086 2.430 4.627 -1.197 -0.7287
H 3.243 4.013 2.702 -0.843 0.243 -2.219 0.3250
H 3.396 5.411 1.751 -0.049 -0.292 -0.101 0.1581
H 1.056 4.659 -0.591 0.862 0.756 1.315 0.3180
H 2.116 5.899 0.018 0.675 1.173 0.022 0.1830
C 1.833 -0.667 -2.732 0.896 -0.581 -0.364 0.6583
O 3.106 -0.228 -3.206 0.581 0.225 0.629 -0.6014
H 1.929 -1.533 -2.040 0.113 0.302 -0.877 -0.0483
H 1.338 -0.879 -3.677 -1.022 -0.372 0.506 0.2022
H 1.358 0.085 -2.141 -0.473 0.547 0.101 -0.4306
H 3.054 0.727 -3.281 0.233 -0.039 -0.081 0.3495
C -1.136 0.110 3.489 0.730 -0.020 0.106 -0.7948
O 0.145 -0.518 3.302 -0.807 0.768 0.348 -0.5472
H -1.901 -0.431 3.020 -1.091 -1.221 -0.756 0.3001
H -1.148 1.068 3.011 0.532 0.694 -0.139 0.2446
H -1.457 0.223 4.516 0.399 0.025 0.520 0.3917
H 0.080 -1.415 3.632 -0.097 -0.359 -0.069 0.2341
C -0.312 0.127 -0.018 -0.933 0.786 -0.041 0.1609
O -0.992 0.027 -1.320 0.225 -0.195 1.009 -0.5286
H -0.913 -0.358 0.748 -0.019 0.053 0.004 0.0834
H -0.144 1.201 0.233 -0.089 -0.835 -0.023 0.4502
H 0.618 -0.400 -0.072 0.548 -0.268 -0.183 0.0223
H -1.958 0.114 -1.137 0.798 0.234 -0.050 0.0705
C -3.622 1.291 1.406 1.339 1.640 -0.379 -0.7452
O -4.510 1.985 0.535 -0.626 -1.450 0.133 -0.6421
H -3.822 0.266 1.333 -0.562 -1.495 0.167 0.3927
H -3.561 1.643 2.423 -0.770 0.118 0.504 0.4873
H -2.614 1.463 1.046 0.432 -0.077 -0.265 0.0757
H -4.585 2.893 0.738 0.161 1.402 0.378 0.3039
C -0.012 -3.380 -2.851 0.460 0.700 -1.375 -0.7914
O -0.588 -2.651 -1.813 -0.727 -0.731 -0.087 -0.4430
H -0.619 -4.080 -3.396 -1.032 -0.370 0.335 0.3143
H 0.836 -3.909 -2.510 1.156 -0.633 0.387 0.1835
H 0.301 -2.667 -3.623 0.240 -0.336 -0.035 0.2874
H -0.324 -1.755 -1.979 -0.243 1.034 0.477 0.0100
C 2.109 -4.289 0.113 0.735 2.702 -1.664 -1.1830
O 1.799 -2.872 0.031 -2.669 -1.209 -0.520 -0.1566
H 2.405 -4.477 1.098 0.768 -0.841 1.293 0.2832
H 2.837 -4.360 -0.670 1.001 -1.088 0.061 0.3984
H 1.268 -4.835 -0.200 -1.266 -0.577 -0.051 0.3641
H 2.553 -2.338 0.033 2.122 0.882 0.605 0.1384
```
Forces are in eV/Å.

Properties
SMILES: NC(N)=O.NC(N)=O.NC(N)=O.NC(N)=O.NC(N)=O.CO.CO.CO.CO.CO.CO
Net charge: 0
Energy relative to the best compared isomer or geometry (same formula, charge and spin), kcal/mol: 163.8
Total energy, eV: -49540.9628
Multiplicity: 1
Maximum force, eV/A: 10.09

***

Entry 2:
Formula: C42H52N4OP2SSi2Ta
Source: the OMol25 dataset
Level of theory: ωB97M-V/def2-TZVPD

Geometry as XYZ:
```
105
Properties=species:S:1:pos:R:3:forces:R:3:mulliken_charge:R:1
Ta -0.061 -0.754 -0.393 -0.989 3.201 1.382 -0.1427
C -3.993 -1.289 0.617 -0.101 0.043 -0.398 -0.6012
Si -3.461 -0.725 -1.097 -0.330 -0.786 0.050 0.1336
C -3.041 -2.159 -2.243 -0.278 0.346 0.151 -0.9791
C -4.662 0.481 -1.867 0.243 -0.101 0.183 -0.9365
N -1.811 0.032 -0.800 0.252 -0.738 -0.924 0.6076
P -1.615 1.678 -0.571 0.529 0.636 1.224 1.2086
C -0.058 1.593 0.261 -0.105 -2.555 -1.854 -1.2707
P 1.445 1.686 -0.668 -0.493 0.633 1.201 1.3160
N 1.674 0.030 -0.754 0.368 -0.837 -1.038 0.7735
Si 3.326 -0.736 -0.977 0.237 -0.842 0.122 0.0837
C 3.858 -1.031 0.802 0.144 0.043 -0.431 -0.5085
C 4.487 0.323 -1.985 -0.186 -0.051 0.257 -0.9173
C 2.854 -2.330 -1.870 0.237 0.333 0.150 -1.1591
C 2.682 2.435 0.387 -0.059 -0.097 -0.369 0.7958
C 3.741 3.194 -0.109 0.055 -0.062 0.012 -0.8213
C 4.673 3.721 0.773 0.072 0.050 -0.044 -0.8204
C 4.554 3.486 2.135 -0.033 0.012 0.015 -0.8395
C 3.505 2.717 2.629 -0.039 -0.040 0.025 -0.3920
C 2.564 2.196 1.760 -0.013 0.112 -0.051 -0.1358
C 1.518 2.325 -2.343 -0.033 -0.142 0.333 1.0502
C 1.509 1.434 -3.420 0.019 0.117 0.064 -0.3274
C 1.655 1.913 -4.710 -0.031 -0.108 -0.024 -0.9293
C 1.797 3.277 -4.931 -0.021 -0.026 -0.019 -0.7360
C 1.776 4.166 -3.864 -0.007 0.101 0.024 -0.9813
C 1.638 3.697 -2.568 -0.087 -0.004 0.038 -0.3453
C -2.808 2.257 0.639 0.027 -0.115 -0.320 0.7441
C -3.825 3.166 0.356 -0.062 -0.068 0.005 -0.7266
C -4.683 3.566 1.370 -0.077 0.059 0.000 -0.8421
C -4.538 3.055 2.651 0.033 0.014 0.011 -0.9662
C -3.536 2.132 2.931 0.026 -0.044 0.023 -0.4297
C -2.667 1.739 1.931 0.003 0.121 -0.010 -0.8426
C -1.792 2.526 -2.137 0.096 -0.164 0.317 1.0959
C -1.905 3.918 -2.162 0.057 -0.007 0.026 -0.7236
C -2.112 4.562 -3.370 0.015 0.091 0.053 -0.9742
C -2.200 3.827 -4.545 0.006 -0.022 -0.033 -0.7521
C -2.056 2.446 -4.523 0.037 -0.106 -0.025 -0.8296
C -1.847 1.790 -3.322 0.004 0.124 0.072 -0.3281
H -5.004 -1.703 0.566 0.015 -0.015 -0.009 0.5510
H -4.015 -0.464 1.329 -0.006 0.062 -0.018 0.2626
H -3.338 -2.069 1.006 0.033 -0.004 -0.043 -0.1395
H -3.908 -2.820 -2.324 0.041 -0.051 -0.005 0.4329
H -2.207 -2.773 -1.893 -0.004 -0.030 0.029 0.2521
H -2.817 -1.816 -3.256 0.029 0.032 0.014 0.3242
H -5.477 -0.103 -2.304 0.014 -0.058 0.026 0.5262
H -4.232 1.084 -2.666 -0.023 -0.038 -0.023 0.2952
H -5.102 1.148 -1.127 0.011 -0.012 0.025 0.3186
H 4.050 -0.090 1.319 -0.001 0.034 -0.015 0.2628
H 4.782 -1.613 0.828 -0.013 -0.022 0.019 0.5267
H 3.104 -1.576 1.377 -0.027 0.004 -0.059 -0.2214
H 5.042 1.021 -1.358 -0.019 -0.008 0.024 0.3294
H 3.994 0.887 -2.777 0.003 -0.048 -0.013 0.2793
H 5.216 -0.338 -2.461 -0.019 -0.052 0.022 0.5179
H 2.131 -2.946 -1.323 0.017 0.013 0.040 0.3595
H 3.745 -2.946 -2.013 -0.043 -0.065 0.006 0.4475
H 2.453 -2.127 -2.867 -0.001 0.028 0.002 0.3461
H 3.839 3.381 -1.170 0.036 -0.019 0.005 0.5648
H 5.492 4.318 0.397 -0.023 0.015 0.002 0.4747
H 5.271 3.919 2.820 0.034 -0.042 -0.014 0.4337
H 3.420 2.533 3.692 -0.013 0.015 0.007 0.5570
H 1.723 1.627 2.135 0.110 0.055 -0.029 -0.5314
H 1.424 0.370 -3.244 0.019 -0.029 -0.092 0.2379
H 1.666 1.219 -5.540 0.015 0.038 -0.015 0.5098
H 1.925 3.646 -5.940 0.001 0.013 0.010 0.4637
H 1.879 5.228 -4.042 0.002 -0.008 -0.001 0.5056
H 1.626 4.392 -1.737 0.032 0.029 -0.021 0.6313
H -3.953 3.566 -0.641 -0.028 -0.033 0.004 0.6088
H -5.468 4.280 1.161 0.020 0.007 -0.014 0.4858
H -5.198 3.388 3.441 -0.035 -0.033 -0.020 0.4450
H -3.433 1.729 3.931 0.024 0.025 -0.011 0.5370
H -1.859 1.047 2.141 -0.008 -0.010 0.103 0.4400
H -1.831 4.490 -1.244 -0.028 0.037 -0.020 0.6751
H -2.211 5.639 -3.392 -0.007 -0.007 -0.015 0.5061
H -2.382 4.332 -5.484 0.007 0.009 0.008 0.4781
H -2.114 1.873 -5.439 -0.015 0.047 -0.016 0.4987
H -1.749 0.713 -3.297 -0.015 -0.014 -0.085 0.4294
C -2.630 -1.365 4.731 -0.075 -0.151 0.043 -0.3577
C -2.716 -2.886 4.852 0.169 0.221 -0.179 -0.9766
C -1.437 -3.593 4.402 -0.119 -0.141 0.413 -0.2779
N -1.285 -3.424 2.946 -0.052 0.169 -0.147 -0.1778
C -0.267 -3.156 2.179 0.030 0.025 0.072 0.5241
S -0.595 -3.126 0.439 0.437 0.834 -0.235 -0.4572
N 0.998 -2.930 2.556 0.041 -0.066 0.234 -0.0812
C 1.557 -2.684 3.908 -0.023 0.040 -0.164 -0.2756
O 2.323 -3.483 4.340 -0.019 -0.003 0.043 -0.4567
C 1.183 -1.388 4.497 -0.040 0.200 0.140 0.2920
C 1.371 -1.221 5.872 -0.008 -0.113 -0.078 -0.6101
C 1.078 -0.007 6.469 0.012 -0.006 0.027 -0.8616
C 0.628 1.055 5.695 0.008 -0.015 -0.025 -1.0962
C 0.475 0.907 4.321 -0.083 0.071 0.021 -0.3081
C 0.737 -0.312 3.724 0.012 -0.196 0.068 1.5299
H -3.615 -0.925 4.884 0.042 0.040 0.022 0.5029
H -2.275 -1.059 3.743 -0.022 0.038 -0.040 -0.1760
H -1.952 -0.955 5.480 0.039 0.038 -0.037 0.2507
H -3.555 -3.268 4.260 -0.011 -0.050 0.059 0.4107
H -2.912 -3.161 5.887 0.005 -0.109 -0.015 0.4017
H -1.503 -4.662 4.609 0.074 0.000 -0.086 0.3366
H -0.573 -3.193 4.922 0.038 0.015 -0.037 0.1767
H -2.154 -3.574 2.446 -0.024 0.131 -0.041 0.3425
H 1.694 -3.316 1.928 -0.022 0.053 -0.093 0.3454
H 1.745 -2.054 6.455 0.007 0.021 0.021 0.5651
H 1.217 0.116 7.534 -0.017 -0.002 -0.004 0.4620
H 0.406 2.007 6.160 0.020 -0.001 0.006 0.5656
H 0.163 1.752 3.718 -0.072 -0.019 0.007 0.7235
H 0.639 -0.413 2.646 -0.004 -0.006 0.002 -0.4895
```
Forces are in eV/Å.

Properties
Net charge: +3
Total energy, eV: -99105.3994
Multiplicity: 1
Maximum force, eV/A: 3.62

***

Entry 3:
Formula: C13H29BCl3O2
Source: the OMol25 dataset
Level of theory: ωB97M-V/def2-TZVPD

Geometry as XYZ:
```
48
Properties=species:S:1:pos:R:3:forces:R:3:nbo_charge:R:1
C 1.218 -1.637 2.704 -0.008 0.082 0.084 -0.5990
C 1.494 -0.833 1.434 0.057 0.183 -0.078 -0.4142
C 0.652 0.452 1.315 0.026 0.068 0.005 -0.3778
C 0.138 0.796 -0.095 0.177 0.005 0.074 -0.4819
C 1.320 0.972 -1.056 0.022 0.068 -0.020 -0.6076
B -1.101 -0.154 -0.618 0.081 0.007 -0.129 0.4476
O -2.014 0.612 -1.532 -0.041 -0.088 0.133 -0.7326
C -3.227 1.041 -1.037 -0.116 -0.003 -0.004 -0.0473
C -3.182 2.334 -0.216 0.357 0.061 -0.047 0.0578
C -4.541 3.040 -0.176 -0.050 -0.015 0.124 -0.6350
O -2.698 2.100 1.112 -0.338 -0.177 0.066 -0.7461
C -0.719 -1.564 -1.389 -0.014 -0.023 0.124 -0.3712
Cl -0.109 -1.254 -3.098 0.050 -0.006 -0.045 -0.1748
C -1.886 -2.540 -1.524 -0.036 -0.028 -0.042 -0.4174
C -2.206 -3.249 -0.205 0.021 -0.014 0.000 -0.6112
H 1.724 -1.195 3.568 -0.051 -0.006 0.001 0.1881
H 0.148 -1.647 2.928 0.016 -0.071 -0.060 0.1996
H 1.552 -2.674 2.617 0.060 0.035 0.012 0.1937
H 1.350 -1.468 0.559 -0.138 0.012 0.022 0.1989
H 2.548 -0.544 1.415 0.020 -0.211 -0.059 0.1956
H -0.208 0.380 1.991 -0.008 0.006 -0.051 0.1913
H 1.260 1.294 1.683 -0.030 -0.040 0.071 0.1735
H -0.307 1.796 0.006 -0.100 -0.096 -0.008 0.2056
H 1.993 1.779 -0.720 -0.023 -0.045 0.029 0.1635
H 1.920 0.061 -1.146 -0.043 -0.042 -0.032 0.1858
H 0.973 1.224 -2.060 0.019 -0.003 0.015 0.2168
H -1.742 -0.502 0.397 -0.038 0.037 0.017 -0.1403
H -3.681 0.268 -0.382 -0.118 0.086 -0.079 0.1432
H -3.929 1.206 -1.870 0.126 0.002 -0.026 0.1558
H -2.435 2.983 -0.688 -0.094 0.014 -0.053 0.1652
H -5.343 2.390 -0.540 0.009 -0.007 0.071 0.1943
H -4.770 3.323 0.852 0.008 0.020 -0.028 0.2166
H -4.545 3.947 -0.783 -0.007 -0.056 -0.052 0.1985
H -2.654 1.140 1.234 0.238 0.116 -0.076 0.4857
H 0.117 -2.095 -0.925 0.007 0.022 -0.010 0.1854
H -1.650 -3.298 -2.277 -0.040 0.039 -0.025 0.1886
H -2.756 -1.990 -1.898 0.014 0.034 0.079 0.2008
H -3.224 -3.647 -0.200 0.023 -0.018 -0.032 0.1920
H -1.524 -4.089 -0.043 0.020 0.053 0.034 0.1871
H -2.110 -2.567 0.640 -0.034 -0.011 -0.024 0.2227
Cl 4.849 -1.442 -0.507 -0.012 -0.043 -0.003 -0.0571
C 5.212 0.293 -0.675 0.027 0.050 -0.004 -0.3937
C 5.959 0.820 0.527 -0.042 -0.017 -0.068 -0.3848
Cl 4.911 0.918 1.965 0.066 0.014 0.075 -0.0545
H 4.269 0.814 -0.825 -0.022 -0.028 0.016 0.2469
H 5.835 0.401 -1.562 -0.014 0.013 -0.003 0.2147
H 6.322 1.828 0.332 -0.030 -0.001 -0.039 0.2156
H 6.798 0.173 0.769 0.003 0.021 0.045 0.2156
```
Forces are in eV/Å.

Properties
Net charge: -1
Total energy, eV: -56292.6799
Multiplicity: 1
Maximum force, eV/A: 0.39

***

Number 1: E_HOMO -7.719 eV. Number 2: E_HOMO -16.412 eV. Number 3: E_HOMO -4.644 eV.